The following is a quantum chemistry calculation of C28H70F4Li3N4O28S4 as an isolated structure in a non-equilibrium geometry, from the OMol25 dataset.

Summary:
Kohn-Sham gap ... 0.2823 Ha
Total charge ... -1
Max |F| ... 5.833 eV/A

Geometry as XYZ:
```
141
Properties=species:S:1:pos:R:3:lowdin_charge:R:1
Li -0.52179 -2.48343 -1.05337 0.66
Li -1.81688 -2.28731 1.30434 0.58
Li -1.19387 2.16415 2.59277 0.68
N -2.26190 -3.32626 2.89475 -0.33
S -1.99817 -4.90961 2.46079 0.51
O -1.77023 -5.87698 3.48035 -0.26
O -1.18306 -4.95913 1.28639 -0.29
F -3.45036 -5.24715 1.97905 -0.15
S -1.50326 -3.23186 4.28020 0.48
O -0.12950 -3.62922 4.32984 -0.28
O -2.31895 -3.36423 5.43956 -0.26
F -1.33070 -1.62111 4.18121 -0.22
N 0.01951 -1.81204 0.69047 -0.36
S 0.06825 -0.14020 0.49935 0.52
O 0.95594 0.28869 -0.52253 -0.23
O -0.33298 0.62305 1.61492 -0.28
F -1.32538 -0.15202 -0.25408 -0.19
S 1.38131 -1.88362 1.55720 0.47
O 1.16670 -1.36626 2.86656 -0.25
O 2.65276 -1.76342 0.91915 -0.24
F 1.35351 -3.45904 1.77896 -0.16
N -3.94845 -2.60819 -0.50941 -0.56
O -4.47525 -2.75832 0.57629 0.04
O -2.67917 -2.38810 -0.55778 -0.21
O -4.59881 -2.55307 -1.55256 0.02
N -3.47530 0.63294 2.02899 -0.55
O -2.78172 1.70833 1.87272 -0.17
O -2.91282 -0.46404 1.88779 -0.06
O -4.64947 0.70507 2.35349 0.04
C 6.84245 -0.34203 2.71490 -0.11
O 7.58930 -0.16811 1.54359 -0.17
C 7.56653 1.12457 1.02887 -0.22
C 6.23077 1.62308 0.47734 -0.24
O 5.57395 0.65646 -0.27869 -0.17
C 4.21186 0.96776 -0.55750 -0.08
H 6.96477 -1.32281 3.16284 0.09
H 5.78360 -0.21890 2.45123 0.09
H 7.08580 0.43171 3.45639 0.08
H 8.29335 1.20824 0.21618 0.12
H 7.94410 1.84545 1.77339 0.12
H 6.47209 2.49399 -0.15425 0.13
H 5.59218 1.97225 1.30530 0.12
H 4.17432 1.99051 -0.95096 0.08
H 3.58918 0.84223 0.33179 0.08
H 3.90888 0.24157 -1.30845 0.09
C -4.18900 -0.46930 -6.84939 -0.11
O -3.92923 0.33881 -5.73065 -0.19
C -2.88758 1.25698 -5.98584 -0.22
C -2.87908 2.30634 -4.90478 -0.19
O -2.55026 1.74872 -3.65400 -0.19
C -1.17470 1.76557 -3.37437 -0.09
H -4.03356 0.00478 -7.82454 0.08
H -5.24008 -0.75926 -6.79619 0.08
H -3.59547 -1.39273 -6.84033 0.09
H -3.00356 1.72252 -6.97616 0.12
H -1.93288 0.71140 -6.07251 0.12
H -3.90442 2.67174 -4.79218 0.13
H -2.28112 3.18458 -5.18058 0.13
H -0.81252 2.80276 -3.28050 0.08
H -0.57324 1.39911 -4.22405 0.07
H -1.00652 1.17879 -2.47758 0.09
C 2.79502 -3.32521 -1.84047 -0.07
O 1.53472 -2.70382 -2.12904 -0.23
C 1.63098 -1.77102 -3.21027 -0.19
C 0.24206 -1.61051 -3.75516 -0.21
O -0.73942 -1.38499 -2.77466 -0.24
C -2.03819 -1.44744 -3.37370 -0.07
H 2.63827 -3.77220 -0.86029 0.08
H 3.60459 -2.59796 -1.84046 0.10
H 2.97197 -4.17112 -2.51254 0.09
H 2.37461 -2.05008 -3.95900 0.13
H 2.01367 -0.85964 -2.73342 0.11
H 0.00361 -2.55922 -4.26235 0.14
H 0.26938 -0.84871 -4.54474 0.11
H -2.71088 -0.87565 -2.73874 0.07
H -2.42626 -2.46818 -3.31739 0.10
H -2.12315 -1.05678 -4.38796 0.08
C 1.84250 3.18790 2.66851 -0.08
O 0.69746 2.61178 3.25664 -0.26
C 0.74385 2.58104 4.68369 -0.16
C -0.37447 1.69504 5.15393 -0.20
O -1.61362 1.95688 4.54571 -0.24
C -2.79610 1.62660 5.23859 -0.07
H 2.70947 2.53224 2.76976 0.09
H 2.02133 4.20677 3.03289 0.09
H 1.64375 3.34278 1.60529 0.09
H 0.71056 3.59889 5.09033 0.13
H 1.69579 2.14262 5.00205 0.13
H -0.47623 1.82855 6.24369 0.13
H -0.08784 0.63618 5.10980 0.13
H -2.95319 0.54895 5.28951 0.10
H -3.63713 2.12321 4.75836 0.09
H -2.80672 2.06905 6.24569 0.09
C -7.40684 -2.46745 -3.56225 -0.13
O -6.92298 -1.38427 -2.83447 -0.17
C -6.72067 -0.20702 -3.58155 -0.20
C -5.56026 0.60717 -3.03021 -0.22
O -5.52273 0.56322 -1.62521 -0.16
C -4.42943 1.30316 -1.09298 -0.07
H -8.49183 -2.40832 -3.75758 0.08
H -7.25388 -3.37415 -2.97668 0.09
H -6.89654 -2.58947 -4.52891 0.08
H -7.64922 0.38407 -3.48566 0.12
H -6.59757 -0.42907 -4.64837 0.10
H -5.68887 1.63399 -3.39362 0.12
H -4.65747 0.07667 -3.34781 0.10
H -4.17913 2.17570 -1.70403 0.08
H -3.57135 0.62056 -1.09226 0.08
H -4.70381 1.59875 -0.08554 0.08
C 1.49951 4.51176 -2.36600 -0.10
O 2.53459 3.60183 -2.64451 -0.19
C 2.14567 2.41549 -3.28956 -0.21
C 3.41534 1.88804 -3.95044 -0.20
O 3.28513 0.62400 -4.57296 -0.17
C 2.47705 0.69723 -5.71702 -0.13
H 1.88884 5.24489 -1.66218 0.09
H 0.65552 4.02783 -1.85571 0.08
H 1.13138 4.98632 -3.28171 0.09
H 1.37947 2.60588 -4.04777 0.11
H 1.82667 1.66032 -2.55903 0.12
H 4.20930 1.77247 -3.21349 0.11
H 3.79235 2.63609 -4.66291 0.13
H 1.42803 0.92782 -5.50264 0.06
H 2.61767 -0.15381 -6.37979 0.09
H 2.77482 1.54868 -6.35910 0.09
C 4.84667 0.32912 5.98182 -0.10
O 4.24214 -0.80355 6.53915 -0.16
C 3.22429 -1.42837 5.81663 -0.22
C 2.02982 -1.82951 6.64624 -0.18
O 1.50913 -0.62602 7.20631 -0.18
C 0.33482 -0.85382 7.93007 -0.13
H 5.56969 0.03121 5.21500 0.07
H 5.32508 0.84948 6.81187 0.09
H 4.16522 1.07245 5.54477 0.08
H 3.59679 -2.32710 5.30046 0.13
H 2.81151 -0.84498 4.98010 0.11
H 2.34515 -2.48204 7.46884 0.13
H 1.28636 -2.28091 5.99431 0.11
H -0.36742 -0.01627 7.83707 0.07
H 0.42078 -1.11373 8.98830 0.09
H -0.27902 -1.61465 7.42301 0.09
```

---

The following is a quantum chemistry calculation of one molecule with the formula CH4FNS in a non-equilibrium geometry, from the OMol25 dataset.

Summary:
Kohn-Sham gap ... 0.3625 Ha
Max |F| ... 3.143 eV/A
SMILES ... CNSF
Relative energy (zero: lowest compared OMol25 entry of this formula, charge and spin) ... 111.4 kJ/mol

Geometry as XYZ:
```
8
Properties=species:S:1:pos:R:3:nbo_charge:R:1
C 0.23598 -0.29344 -0.04177 -0.42
N -0.07705 0.94489 0.75792 -0.78
F 0.19891 3.37645 -0.10561 -0.53
S 0.89363 2.21981 0.99384 0.75
H -0.68270 -0.63677 -0.41146 0.20
H 0.93896 -0.05393 -0.89293 0.22
H 0.58202 -1.12000 0.60431 0.19
H -0.71693 0.60154 1.39354 0.38
```

---

The following is a quantum chemistry calculation of C18H16N4OS2 as an isolated structure in a non-equilibrium geometry, from the OMol25 dataset.

Summary:
Kohn-Sham gap ... 0.2679 Ha
Max |F| ... 10.860 eV/A
Relative energy (zero: lowest compared OMol25 entry of this formula, charge and spin) ... 1315.6 kJ/mol

Geometry as XYZ:
```
41
Properties=species:S:1:pos:R:3:nbo_charge:R:1
C 6.57305 2.60579 -0.30170 -0.23
H 6.17974 2.91761 0.53133 0.16
O 7.03628 1.33423 -0.36026 -0.49
C 5.94209 0.28805 -0.25495 0.28
C 4.56093 0.43997 -0.27997 -0.22
C 3.54207 -0.49731 0.02864 -0.11
C 3.92127 -1.86460 0.12522 -0.22
C 5.34125 -2.00631 -0.25935 -0.14
C 6.24286 -0.99135 -0.31462 -0.25
H 7.38910 -1.27703 -0.30099 0.22
H 5.62892 -2.85737 -0.13290 0.17
H 3.18841 -2.44527 -0.12245 0.19
C 2.22221 -0.20492 -0.04865 0.27
N 1.72433 1.13591 -0.46434 -0.22
N 0.38668 1.10266 -0.35530 -0.29
C 0.03030 0.05469 0.64320 0.11
N 1.23919 -0.84662 0.79696 -0.33
C 1.22314 -1.89857 1.66635 -0.40
H 1.14706 -2.64314 0.94983 0.21
H 2.22178 -1.87618 2.14849 0.22
H 0.46439 -1.74973 2.28123 0.21
S -1.57853 -0.20690 1.32588 0.26
C -2.38244 1.27660 0.59007 -0.58
C -3.83716 0.84080 0.42509 -0.20
N -4.18727 0.45093 -1.08524 -0.38
C -5.43808 0.03893 -0.83740 0.17
C -6.24845 -0.72080 -1.87302 -0.24
C -7.57344 -0.57738 -1.72582 -0.17
C -8.31886 -0.43741 -0.38514 -0.23
C -7.49487 0.10937 0.62365 -0.17
C -6.15976 0.46583 0.33190 -0.42
S -5.04825 0.99498 1.36971 0.73
H -7.98180 0.45096 1.50069 0.22
H -9.32171 -0.69918 -0.40824 0.22
H -8.22801 -1.23330 -2.49050 0.20
H -5.71771 -0.59007 -2.75372 0.23
H -1.81921 1.46670 -0.54240 0.36
H -2.31508 1.95846 1.56182 0.25
H 4.14952 1.67381 -0.11776 0.23
H 5.75673 2.94538 -1.14567 0.16
H 7.53932 3.07179 -0.33970 0.20
```

---

The following is a quantum chemistry calculation of a 2-piece molecular cluster, C5H7NO overall in a non-equilibrium geometry, from the OMol25 dataset.

Summary:
Kohn-Sham gap ... 0.3618 Ha
Max |F| ... 1.296 eV/A
Relative energy (zero: lowest compared OMol25 entry of this formula, charge and spin) ... 259.3 kJ/mol

Geometry as XYZ:
```
14
Properties=species:S:1:pos:R:3:nbo_charge:R:1
C -0.84124 -0.83359 1.15489 -0.69
C -0.25626 0.48329 0.76096 0.00
C 0.92766 0.68423 0.15024 -0.43
C 1.86300 -0.39578 -0.22065 0.38
O 1.68436 -1.57485 0.01452 -0.52
C -2.26402 0.71665 -1.98785 0.29
N -1.08898 0.75292 -2.03504 -0.76
H -1.10589 -1.40332 0.25606 0.25
H -1.74286 -0.70380 1.75693 0.22
H -0.10676 -1.43906 1.68802 0.26
H -0.87792 1.36177 0.93124 0.21
H -0.18521 0.71850 -1.58421 0.44
H 1.21961 1.69694 -0.12370 0.22
H 2.77451 -0.06391 -0.76141 0.12
```